# 1
The following is a DFT calculation (wB97M-V/def2-TZVPD) of a molecular structure, C20H25Cl2CoP.

Geometry as XYZ:
```
49
Properties=species:S:1:pos:R:3:nbo_charge:R:1
Cl 1.478 1.559 0.276 -0.6392
H 0.165 4.265 5.027 0.2020
H 2.347 -0.455 2.226 0.2469
C -1.851 1.276 -2.486 -0.4447
Co 0.369 -0.148 -0.514 0.7839
C 0.496 0.374 -2.188 -0.3759
H 3.761 -2.271 3.161 0.2031
H -2.405 -0.816 -2.886 0.2300
H -1.035 -1.149 -5.013 0.1936
H 0.303 -4.776 3.554 0.1988
C -0.053 -2.814 2.724 -0.1457
H 2.754 -4.457 3.783 0.2003
H -1.318 4.337 3.027 0.2009
C 0.586 2.147 4.782 -0.2156
C 0.006 3.370 4.419 -0.2309
C 0.249 -0.789 -3.276 -0.4279
C -2.115 -0.709 2.010 -0.9706
H -2.176 2.169 -3.099 0.2015
C 2.127 -3.657 3.385 -0.2308
H -0.177 2.276 -1.450 0.2369
H -2.804 0.099 1.773 0.2348
C -0.808 3.405 3.285 -0.2381
C 2.696 -2.430 3.026 -0.2066
C 0.753 -3.831 3.247 -0.2437
C 1.892 -1.409 2.504 -0.2001
H -2.843 0.398 -4.146 0.1787
H 1.805 -2.132 -1.101 0.1463
C -0.448 1.313 -1.960 -0.2276
C -0.818 -0.359 -4.275 -0.4036
C -0.966 2.280 2.477 -0.1322
H -1.123 -2.982 2.660 0.2031
H 1.678 0.584 -2.214 0.2695
H 1.183 2.096 5.688 0.2003
Cl -1.249 -1.565 -0.785 -0.6353
C -0.265 1.094 2.761 -0.3176
H -1.629 2.317 1.613 0.2014
C 0.396 1.004 3.989 -0.2180
H 2.849 -0.735 -0.736 0.1520
H -0.495 0.507 -4.856 0.1799
H 0.033 -1.801 -2.859 0.2326
C 0.530 -1.608 2.297 -0.3564
P -0.441 -0.264 1.526 0.9866
C 1.813 -1.110 -0.740 -0.7256
C -2.056 0.050 -3.463 -0.4032
H 1.227 -0.883 -3.751 0.1958
H 0.785 0.057 4.363 0.2203
H -2.568 1.139 -1.641 0.2205
H -2.101 -0.821 3.093 0.2133
H -2.489 -1.628 1.561 0.2563
```

Values from the calculation:
LUMO (alpha / beta) = 3.12 / 2.86 eV
Multiplicity = 5
Energy relative to the best compared isomer or geometry (same formula, charge and spin) = 94.3 kcal/mol
Total charge = -1
HOMO-LUMO gap (alpha / beta) = 6.080 / 7.444 eV
F_max = 8.64 eV/A

# 2
The following is a DFT calculation (wB97M-V/def2-TZVPD) of a molecular structure, C20H25Cl6O2PPdS.

Geometry as XYZ:
```
56
Properties=species:S:1:pos:R:3:nbo_charge:R:1
H 3.365 -2.104 1.631 0.1933
C -1.968 -1.353 5.330 -0.1151
Cl -5.896 -0.794 5.917 -0.0237
P 1.416 1.123 0.711 0.8130
H 2.954 2.006 -1.639 0.2265
H 3.750 1.697 1.311 0.1964
Pd -0.520 -0.301 0.103 0.0486
H 2.941 1.073 3.510 0.1977
H 0.527 0.535 2.840 0.2941
Cl 0.318 2.934 -2.592 -0.1487
C 0.828 -1.276 -4.745 -0.2175
C 3.015 -1.087 1.824 -0.6181
C 3.054 2.009 0.528 -0.7104
C -0.480 0.100 -6.223 -0.2428
C -0.750 1.463 -2.695 -0.3647
H -3.330 -2.924 -3.601 0.1805
H -1.520 1.732 -5.296 0.1928
H -0.864 0.322 -7.213 0.1897
S -2.695 -1.067 -2.132 0.4546
Cl -0.580 -1.809 6.261 -0.0284
H 0.270 2.217 2.499 0.2159
C 1.045 1.442 2.500 -0.7562
C -0.371 0.619 -3.870 -0.0565
H 2.539 -0.783 -0.280 0.2119
H 1.759 1.935 4.480 0.2011
C -4.330 -0.890 5.171 -0.1920
C 0.454 -0.484 -3.668 -0.1720
Cl -3.404 -1.651 7.600 -0.0213
H 2.869 3.077 0.682 0.2052
H 2.631 2.774 3.198 0.1831
H 0.653 -1.608 -6.859 0.1906
C -0.849 0.894 -5.150 -0.1564
H 1.455 -2.142 -4.572 0.2020
O -0.597 -1.149 3.414 -0.6967
C -2.909 -0.678 3.222 -0.1797
H -0.608 0.876 -1.781 0.2440
H -2.088 -1.877 -4.308 0.2013
H 3.899 -0.455 1.946 0.1780
C -4.148 -0.592 3.818 -0.0451
O -1.353 -1.793 -1.620 -1.1050
H 3.971 0.743 -0.969 0.1966
H 0.745 -0.742 -2.658 0.2527
C 3.668 1.784 -0.845 -0.6167
H -1.764 1.850 -2.760 0.2198
Cl -2.724 -0.290 1.540 0.0442
C 2.096 -0.608 0.704 -0.7242
C -1.721 -1.071 3.933 0.3671
C 0.370 -0.981 -6.020 -0.2429
H 2.478 -1.106 2.773 0.2233
H 4.558 2.401 -1.003 0.1843
C -3.213 -1.273 5.909 -0.0830
C -2.997 -1.888 -3.704 -0.8059
Cl -5.533 -0.097 2.892 -0.0017
C 2.157 1.827 3.468 -0.6097
H -3.764 -1.323 -4.240 0.1920
H 1.185 -1.236 0.727 0.2341
```

Values from the calculation:
LUMO = 4.26 eV
Energy relative to the best compared isomer or geometry (same formula, charge and spin) = 0.0 kcal/mol
Total charge = -2
HOMO-LUMO gap = 4.771 eV
F_max = 0.90 eV/A

# 3
The following is a DFT calculation (wB97M-V/def2-TZVPD) of a molecular structure, C20H25ClMnN4S.

Geometry as XYZ:
```
52
Properties=species:S:1:pos:R:3:nbo_charge:R:1
N 1.369 -0.639 1.250 -0.5881
H 0.328 -0.599 -5.040 0.2023
H 0.161 -3.546 -0.007 0.2072
S -2.057 0.489 -4.083 0.3901
Cl -0.234 3.234 0.699 -0.2249
C -2.467 -0.414 1.239 -0.2290
C 1.432 -2.050 0.861 -0.2295
C -3.258 2.179 -0.784 -0.2458
C 3.081 -0.835 -3.096 -0.1882
C 2.541 -0.421 -1.891 -0.2795
H -3.074 -0.742 2.092 0.1804
H -1.419 1.222 1.889 0.4120
C -4.416 1.815 -3.320 -0.2146
Mn 0.113 0.369 -0.121 0.6619
H 1.277 0.687 2.824 0.2150
H -0.890 -1.450 2.830 0.1868
H -2.445 -2.556 0.803 0.1844
C 0.958 -0.337 2.625 -0.2252
H -0.777 -1.852 -1.162 0.3964
C -0.556 -0.413 2.788 -0.2252
H -0.835 0.031 3.749 0.2043
H 2.036 -2.094 -0.042 0.2318
H 1.448 -0.992 3.357 0.1867
C 0.439 -0.136 -2.927 -0.1430
H -5.047 3.238 -0.315 0.2148
H 4.133 -1.090 -3.159 0.2037
C -4.514 2.678 -1.072 -0.2011
N -1.293 0.894 -1.640 -0.4990
C 2.284 -0.925 -4.241 -0.2591
C 1.186 -0.062 -1.731 -0.2081
C 0.957 -0.563 -4.156 -0.1865
C -0.903 0.389 -2.784 0.0817
C 0.049 -2.616 0.556 -0.2227
H -0.457 -2.885 1.483 0.1871
N -1.236 0.250 1.667 -0.6445
H -3.055 0.320 0.695 0.2251
H -4.848 1.682 -4.303 0.2208
C 1.152 2.059 0.163 -0.6398
H 3.215 -0.362 -1.036 0.1767
H 1.843 2.143 1.014 0.1466
C -2.193 -1.616 0.304 -0.2239
N -0.802 -1.653 -0.170 -0.6190
H 1.918 -2.668 1.627 0.1849
H 2.266 -0.205 1.073 0.3976
C -3.150 1.318 -3.025 -0.2278
H 2.707 -1.255 -5.180 0.2092
C -5.099 2.491 -2.329 -0.2168
H -2.855 -1.536 -0.559 0.2177
C -2.562 1.469 -1.764 0.1866
H 1.611 2.617 -0.654 0.1804
H -6.083 2.893 -2.532 0.2161
H -2.788 2.373 0.168 0.2327
```

Values from the calculation:
LUMO (alpha / beta) = 0.50 / 0.48 eV
Multiplicity = 2
Energy relative to the best compared isomer or geometry (same formula, charge and spin) = 0.0 kcal/mol
Total charge = 0
HOMO-LUMO gap (alpha / beta) = 7.248 / 6.474 eV
F_max = 1.02 eV/A